Entry 1:
Here is a structure of composition C24H18BF4N2PPd at a distorted geometry from the Open Molecules 2025 dataset. Energies are from ωB97M-V with the def2-TZVPD basis set.

Properties
Energy above the lowest of the compared OMol25 structures with the same formula, charge and spin   116.7 kJ/mol
2S+1   1
LUMO   -0.0483 Ha
Electronic energy   -52480.159 eV
Max |F|   0.021 hartree/bohr
Gap between HOMO and LUMO   6.96 eV

Cartesian coordinates (Å):
Pd  0.3422  -1.2074  -0.2721
P  -1.8889  0.1639  -0.1184
F  -1.8452  -2.8312  -1.7770
F  0.4077  -2.4737  -2.1607
F  -0.5210  -4.5844  -2.4768
F  -0.2424  -3.6966  -0.3605
N  2.5116  -1.6912  -0.1899
N  7.0937  -3.5752  1.8413
C  -3.2306  1.4009  -0.0674
C  -2.9903  2.7632  -0.2369
C  -0.6856  0.8690  -1.3227
C  -4.0334  3.6720  -0.1555
C  -0.9797  0.4244  1.4309
C  2.8119  -2.9896  -0.2923
C  -5.3248  3.2239  0.1005
C  1.0098  -0.4284  2.5279
C  0.6608  0.3059  3.6658
C  -0.1057  1.0984  -3.6596
C  -0.9902  0.6945  -2.6805
C  -1.3150  1.1445  2.5665
C  4.8759  -2.6639  0.8440
C  3.3771  -0.8753  0.4188
C  -5.5711  1.8698  0.2676
C  4.5780  -1.3117  0.9433
C  6.1140  -3.1733  1.3986
C  1.1204  1.6605  -3.3103
C  3.9893  -3.5188  0.2132
C  -4.5263  0.9578  0.1784
C  0.1776  -0.3517  1.4333
C  0.5455  1.4389  -0.9828
C  -0.4847  1.0850  3.6849
C  1.4404  1.8330  -1.9770
B  -0.6173  -3.4502  -1.7146
H  -1.9227  0.2172  -2.9600
H  2.3868  2.2802  -1.6983
H  2.0829  -3.6085  -0.7969
H  1.8938  -1.0499  2.5366
H  1.8186  1.9595  -4.0812
H  -2.2222  1.7380  2.5806
H  -3.8421  4.7287  -0.2917
H  -6.1391  3.9345  0.1635
H  0.7765  1.6527  0.0523
H  -0.7400  1.6424  4.5766
H  3.0950  0.1684  0.4674
H  5.2567  -0.6201  1.4208
H  -0.3616  0.9592  -4.7018
H  1.2969  0.2586  4.5410
H  -1.9840  3.1128  -0.4402
H  -4.7176  -0.1027  0.2930
H  4.1958  -4.5748  0.1202
H  -6.5775  1.5205  0.4579

Entry 2:
Here is a structure of composition C24H18CoN7Se at a distorted geometry from the Open Molecules 2025 dataset. Energies are from ωB97M-V with the def2-TZVPD basis set.

Properties
2S+1   4
LUMO (spin up / spin down)   0.0971 / 0.0975 Ha
⟨S²⟩   3.811
Electronic energy   -138580.089 eV
Max |F|   0.052 hartree/bohr
Gap between HOMO and LUMO (spin up / spin down)   5.22 / 6.24 eV
Total charge   -1

Cartesian coordinates (Å):
Se  -0.0849  -5.0262  -1.8559
Co  -0.3904  -2.7777  -1.5521
N  3.1059  1.5825  -3.7111
N  1.2472  0.8663  -2.5705
N  -1.5902  -1.0743  -1.1548
N  0.9079  -1.4871  -2.4110
N  2.9954  -0.6384  -3.2501
N  0.2178  -4.3525  1.0397
N  2.6112  -2.9184  -2.9960
C  -0.9537  3.8512  2.3192
C  -2.9402  -0.9356  -1.0238
C  -0.6108  -1.4971  -0.0700
C  0.1272  -0.4524  2.4534
C  0.6971  2.6803  0.4203
C  0.1651  -4.4754  -0.1211
C  0.0850  1.8960  1.4302
C  -0.2981  -1.7643  2.1621
C  -0.4594  4.5860  1.2358
C  -2.8418  1.3308  -1.9298
C  2.4389  0.5819  -3.1272
C  0.4720  4.0527  0.3621
C  -0.3235  -2.7862  3.1150
C  -0.6112  2.5216  2.4947
C  0.1423  0.4477  1.2717
C  0.3692  -1.1186  4.7294
C  0.4789  -0.1899  -2.2517
C  2.1665  -1.6407  -2.9352
C  0.5127  -0.1603  3.7544
C  -0.0013  -2.4384  4.4342
C  -1.5089  1.3520  -1.7223
C  -0.7403  0.1575  -1.3719
C  -0.1866  -0.1496  0.0722
C  -3.6004  0.1530  -1.5060
H  1.0275  0.7809  3.9885
H  -0.9516  1.9766  3.3739
H  1.2745  2.2003  -0.4063
H  0.6470  -0.8471  5.7725
H  -3.5264  -1.8065  -0.7437
H  -0.8866  2.2294  -1.8788
H  1.8952  -3.6229  -3.0257
H  -3.3775  2.1714  -2.3436
H  -0.8082  5.5963  1.1481
H  3.4167  -3.0460  -3.6240
H  0.8507  4.6396  -0.4931
H  2.7067  2.5194  -3.6822
H  -0.5486  -3.8125  2.7998
H  -1.6238  4.3522  3.0051
H  3.8005  1.3119  -4.4039
H  -4.6690  0.1607  -1.4998
H  0.0141  -3.1351  5.2480
H  -0.8397  -1.8450  1.0316

Entry 3:
Here is a structure of composition C24H19AsF11LaN2O6 at a distorted geometry from the Open Molecules 2025 dataset. Energies are from ωB97M-V with the def2-TZVPD basis set.

Properties
2S+1   2
LUMO (spin up / spin down)   0.0772 / -0.0001 Ha
⟨S²⟩   0.795
Electronic energy   -132062.738 eV
Max |F|   0.022 hartree/bohr
Gap between HOMO and LUMO (spin up / spin down)   8.05 / 5.95 eV
Total charge   -1

Cartesian coordinates (Å):
La  0.5287  -0.9932  0.2292
As  2.0409  -2.3870  -2.3420
F  3.6793  2.7587  -2.1671
F  3.1784  2.0965  3.2201
F  1.6732  1.2134  -1.1863
F  1.1509  -3.4697  -3.3666
F  1.4481  -3.2072  -0.8953
F  2.5429  -1.4080  -3.6926
F  0.5572  -1.3449  -2.1797
F  5.4626  3.9564  -0.4583
F  3.4824  -3.3443  -2.3838
F  2.7420  -1.2271  -1.1992
F  5.1791  3.5936  2.2211
O  -1.3770  0.1358  1.9002
O  -2.2712  -4.3594  0.7482
O  -1.1247  -2.5633  0.0682
O  2.2794  -1.8682  1.4692
O  1.3490  0.8982  1.4843
O  3.4000  -2.5599  3.2776
N  -1.4650  0.8600  -0.9387
N  -0.1216  -2.3065  2.5820
C  2.3615  1.5757  1.0532
C  -3.9070  -1.6898  -1.9287
C  1.0416  -2.2819  3.4578
C  -2.1256  4.2296  -2.2772
C  -1.3169  -1.8009  3.2529
C  -3.7326  -1.7212  -3.3059
C  4.4652  3.1926  0.0164
C  -0.4486  4.3261  -0.5506
C  -1.3603  -3.5529  0.8480
C  -2.2507  0.0438  -1.7610
C  -2.0664  0.0020  -3.1487
C  -2.8039  -0.8853  -3.9091
C  3.2991  2.2166  1.8909
C  -3.1583  -0.8262  -1.1503
C  2.5739  1.7862  -0.3239
C  -0.5473  2.9657  -0.3758
C  -1.4233  2.1837  -1.1772
C  -2.2366  2.8670  -2.1213
C  -1.2292  4.9662  -1.5098
C  2.3818  -2.2475  2.6808
C  4.3192  2.9987  1.3852
C  -0.3700  -3.6432  2.0344
C  3.5702  2.5815  -0.8489
C  -1.3292  -0.2857  3.2628
H  0.2399  4.8963  0.0595
H  -2.2146  0.0793  3.7976
H  -4.2959  -2.4231  -3.9068
H  0.0510  2.4559  0.3667
H  -1.1491  6.0361  -1.6504
H  -2.1973  -2.1445  2.7046
H  -2.7524  4.7348  -3.0007
H  -1.3993  -2.1892  4.2796
H  0.5799  -4.0461  1.6703
H  -1.3054  0.6209  -3.6051
H  1.0194  -1.3697  4.0588
H  -2.6356  -0.9410  -4.9763
H  -2.9578  2.3123  -2.7036
H  -3.2362  -0.8301  -0.0723
H  -4.5927  -2.3752  -1.4501
H  -1.0629  1.0465  1.8424
H  -0.4350  0.1184  3.7452
H  -0.7565  -4.3229  2.8062
H  1.0594  -3.1336  4.1499

Entry 4:
Here is a structure of composition C24H19AsO5Ti at a distorted geometry from the Open Molecules 2025 dataset. Energies are from ωB97M-V with the def2-TZVPD basis set.

Properties
Energy above the lowest of the compared OMol25 structures with the same formula, charge and spin   0.0 kJ/mol
2S+1   2
LUMO (spin up / spin down)   -0.4538 / -0.4703 Ha
⟨S²⟩   0.756
Electronic energy   -119355.735 eV
Max |F|   0.141 hartree/bohr
Gap between HOMO and LUMO (spin up / spin down)   5.56 / 5.12 eV
Total charge   +3

Cartesian coordinates (Å):
As  1.0193  -0.8680  0.7356
Ti  -1.1068  1.4770  -0.6732
O  0.1806  0.5541  0.1034
O  0.6811  3.3060  -2.7696
O  -1.5623  3.7346  1.7022
O  -2.1393  -0.3987  -3.2348
O  -4.0185  0.3077  0.5176
C  2.9931  0.2230  2.3701
C  -1.4614  -1.7002  4.0087
C  -0.5685  -1.3234  1.8082
C  -1.7435  -1.7837  1.2168
C  0.7352  -3.8482  -2.1144
C  -0.0914  2.7354  -2.1066
C  -2.6089  -2.2678  3.4376
C  -0.4588  -1.1669  3.1900
C  1.2533  -3.2853  -3.2896
C  1.5157  -1.1405  -2.1678
C  -3.1021  0.8130  0.0248
C  -3.6085  3.9793  -1.8448
C  4.1706  1.9498  0.4998
C  2.4746  0.3745  1.0847
C  4.7754  1.7356  1.7457
C  0.6258  -3.0672  -0.9596
C  1.6401  -1.9400  -3.3154
C  2.9628  1.3187  0.1806
C  -2.7609  -2.2790  2.0454
C  4.1667  0.8998  2.6915
C  -1.4942  3.0952  0.7391
C  1.0499  -1.7401  -0.9971
C  -3.7031  3.1082  -2.8360
C  -1.8167  0.3264  -2.3912
H  -3.6567  -2.7088  1.5981
H  0.4252  -0.6869  3.6107
H  2.4471  1.5637  -0.7542
H  2.4889  -0.4491  3.0650
H  -1.8622  -1.8118  0.1273
H  1.8021  -0.0844  -2.1937
H  5.7257  2.2113  1.9847
H  4.5956  0.7412  3.6778
H  4.6444  2.5996  -0.2332
H  -4.2660  2.2123  -2.7198
H  0.2602  -3.4847  -0.0169
H  1.3737  -3.9089  -4.1776
H  -2.7641  4.6425  -1.7757
H  0.4376  -4.8933  -2.0664
H  -2.9364  3.0444  -3.5747
H  2.0644  -1.5089  -4.2251
H  -4.0767  3.7888  -0.8980
H  -1.3258  -1.6878  5.0910
H  -3.3763  -2.7088  4.0793

Question: The highest 2S+1 belongs to which entry?
Answer: C24H18CoN7Se

Copy entry 1 word for word.
Here is a structure of composition C24H18BF4N2PPd at a distorted geometry from the Open Molecules 2025 dataset. Energies are from ωB97M-V with the def2-TZVPD basis set.

Properties
Energy above the lowest of the compared OMol25 structures with the same formula, charge and spin   116.7 kJ/mol
2S+1   1
LUMO   -0.0483 Ha
Electronic energy   -52480.159 eV
Max |F|   0.021 hartree/bohr
Gap between HOMO and LUMO   6.96 eV

Cartesian coordinates (Å):
Pd  0.3422  -1.2074  -0.2721
P  -1.8889  0.1639  -0.1184
F  -1.8452  -2.8312  -1.7770
F  0.4077  -2.4737  -2.1607
F  -0.5210  -4.5844  -2.4768
F  -0.2424  -3.6966  -0.3605
N  2.5116  -1.6912  -0.1899
N  7.0937  -3.5752  1.8413
C  -3.2306  1.4009  -0.0674
C  -2.9903  2.7632  -0.2369
C  -0.6856  0.8690  -1.3227
C  -4.0334  3.6720  -0.1555
C  -0.9797  0.4244  1.4309
C  2.8119  -2.9896  -0.2923
C  -5.3248  3.2239  0.1005
C  1.0098  -0.4284  2.5279
C  0.6608  0.3059  3.6658
C  -0.1057  1.0984  -3.6596
C  -0.9902  0.6945  -2.6805
C  -1.3150  1.1445  2.5665
C  4.8759  -2.6639  0.8440
C  3.3771  -0.8753  0.4188
C  -5.5711  1.8698  0.2676
C  4.5780  -1.3117  0.9433
C  6.1140  -3.1733  1.3986
C  1.1204  1.6605  -3.3103
C  3.9893  -3.5188  0.2132
C  -4.5263  0.9578  0.1784
C  0.1776  -0.3517  1.4333
C  0.5455  1.4389  -0.9828
C  -0.4847  1.0850  3.6849
C  1.4404  1.8330  -1.9770
B  -0.6173  -3.4502  -1.7146
H  -1.9227  0.2172  -2.9600
H  2.3868  2.2802  -1.6983
H  2.0829  -3.6085  -0.7969
H  1.8938  -1.0499  2.5366
H  1.8186  1.9595  -4.0812
H  -2.2222  1.7380  2.5806
H  -3.8421  4.7287  -0.2917
H  -6.1391  3.9345  0.1635
H  0.7765  1.6527  0.0523
H  -0.7400  1.6424  4.5766
H  3.0950  0.1684  0.4674
H  5.2567  -0.6201  1.4208
H  -0.3616  0.9592  -4.7018
H  1.2969  0.2586  4.5410
H  -1.9840  3.1128  -0.4402
H  -4.7176  -0.1027  0.2930
H  4.1958  -4.5748  0.1202
H  -6.5775  1.5205  0.4579

Question: The highest max |F| belongs to which entry?
Answer: C24H19AsO5Ti

Question: What is the electronic energy in the fourth record?
Answer: -119355.735 eV